34
Properties=species:S:1:pos:R:3:forces:R:3 method="wB97M-V/def2-TZVPD" charge=+1 homo_ev="-11.520 / -11.428" lumo_energy_ev="-4.988 / -8.138" s2=0.762 spin_multiplicity=2 relative_energy_kj_mol=322.0 total_energy_ev=-139193.460 fmax_ev_per_a=11.0
Cu 0.55438 -7.71128 -1.04476 -2.789 -0.171 0.054
Br -0.91852 -9.10065 -2.71999 0.980 0.434 0.858
C -4.22393 -8.19148 -5.87992 -3.711 -3.665 -1.377
O -4.89117 -9.17024 -5.76115 -2.239 -2.682 0.724
N -3.24767 -7.90632 -5.18871 8.756 2.156 6.253
N -4.42071 -7.29795 -6.76852 -2.114 3.717 -4.497
H -2.86853 -8.46349 -4.43644 -0.296 -0.281 -0.604
H -2.66644 -7.16008 -5.54284 0.335 -0.277 0.715
H -3.79016 -6.50896 -6.76586 -1.035 0.285 -0.472
H -5.41595 -7.24132 -6.93097 0.244 0.710 -0.944
C -2.02300 -5.62100 -1.65467 1.435 -1.382 -1.288
O -0.98977 -6.02702 -1.09580 0.312 -0.138 0.635
N -2.48277 -6.02757 -2.80659 0.572 -3.035 -3.229
N -2.85634 -4.68897 -1.34720 -0.193 3.691 4.481
H -3.32492 -5.52837 -3.05492 0.148 -1.748 -1.105
H -2.28358 -6.99584 -3.01367 -0.451 0.260 -0.730
H -2.47065 -4.12281 -0.60504 -0.988 0.982 -0.089
H -3.45718 -4.39058 -2.10223 0.045 1.059 1.342
C 1.67014 -11.86838 -5.29642 0.494 -2.515 -2.704
O 1.85041 -12.54140 -6.28186 0.003 -0.386 -2.346
N 2.16224 -12.25076 -4.19325 2.844 -1.803 5.945
N 0.96262 -10.80545 -5.23541 -3.593 4.823 -0.924
H 2.77754 -13.05096 -4.22762 -0.242 0.167 0.251
H 1.86950 -11.86309 -3.30775 0.314 -0.298 -0.162
H 0.84774 -10.21101 -4.42698 0.138 -0.305 -0.342
H 0.42808 -10.61372 -6.07063 0.055 0.291 0.236
C -1.66588 -8.64904 1.24832 -0.827 1.499 -0.627
O -0.68997 -8.27952 0.59515 2.658 0.368 -0.258
N -2.04797 -8.21214 2.43059 0.952 0.664 1.477
N -2.60698 -9.33998 0.68260 -1.784 -2.556 -2.353
H -1.45650 -7.53921 2.89688 -0.509 -0.240 0.394
H -2.92824 -8.58997 2.75071 0.496 0.628 0.757
H -2.41853 -9.66556 -0.25473 -0.323 -0.130 0.162
H -3.51175 -9.51090 1.09767 0.314 -0.120 -0.231


104
Properties=species:S:1:pos:R:3:forces:R:3 method="wB97M-V/def2-TZVPD" homo_ev=-10.850 lumo_energy_ev=0.305 relative_energy_kj_mol=0.0 total_energy_ev=-229009.828 fmax_ev_per_a=3.5
C 4.41137 2.72037 -0.62873 -1.370 0.829 -3.145
C 4.26929 2.74581 0.80799 -0.316 0.826 3.335
O 5.00318 3.98342 1.41577 -1.023 -0.432 -1.152
C 4.54730 4.37534 2.58890 -0.463 -2.261 -0.018
O 3.74513 3.75205 3.25760 0.522 1.251 -0.389
C 5.26110 5.61409 3.12127 -0.104 0.416 0.802
F 5.91457 5.24128 4.25203 -0.813 0.518 -0.211
F 6.16623 6.16863 2.35091 0.416 -0.076 -0.828
F 4.32803 6.57003 3.34229 0.375 -0.516 0.600
H 4.12895 3.68849 -1.12228 0.016 -0.606 0.731
H 3.74824 1.98278 -1.15680 0.322 0.465 0.975
H 5.35983 2.51789 -1.05279 1.325 -0.300 0.143
H 4.75997 1.95962 1.38095 -0.085 -0.332 -0.385
H 3.20690 2.76613 1.17881 1.094 0.270 -0.493
C 7.04305 -1.42721 -0.86121 -0.132 -0.614 -0.079
C 5.54269 -1.01447 -0.83377 0.865 -0.970 0.202
O 4.99521 -1.54208 -2.17082 0.809 0.051 3.112
C 4.92420 -0.62449 -3.05827 -0.947 1.061 -1.771
O 5.15976 0.54415 -2.98241 0.678 0.565 0.256
C 4.16786 -1.11194 -4.29966 1.081 -1.725 -0.123
F 2.89806 -0.98812 -4.00397 -1.552 0.246 -0.002
F 4.46128 -0.43363 -5.37981 0.062 0.434 -0.383
F 4.38022 -2.43763 -4.57714 0.038 0.652 0.225
H 7.10621 -2.52133 -0.84948 0.008 0.140 -0.097
H 7.67737 -1.08660 -0.01395 -0.778 0.160 -0.457
H 7.50704 -1.09146 -1.81747 -0.378 -0.026 0.742
H 5.54188 0.08875 -0.76256 -0.827 -0.701 -0.370
H 4.89890 -1.52271 -0.03676 1.031 0.756 -1.225
C -3.26723 0.04006 0.30684 -0.020 0.653 -0.368
C -2.11704 -0.24962 1.24952 -0.201 0.013 0.905
O -0.85147 -0.46201 0.59353 -0.404 -0.012 -0.620
C 0.22998 -0.03728 1.20509 0.660 0.936 0.058
O 0.38631 0.48073 2.28614 -0.689 -0.494 -0.891
C 1.46846 -0.46457 0.36112 -1.453 -0.461 3.176
F 2.50810 0.27542 0.71305 0.499 0.212 -0.986
F 1.63522 -1.68036 0.92293 0.974 -1.111 -0.131
F 1.30401 -0.65186 -0.90527 0.344 0.626 -1.428
H -4.18698 0.31380 0.85644 0.561 -0.329 0.101
H -3.51270 -0.82214 -0.31510 0.073 0.050 -0.080
H -3.07503 0.92318 -0.33763 0.141 -0.605 0.335
H -2.29133 -1.13773 1.86240 -0.158 -0.021 -0.109
H -1.92091 0.55649 1.93726 -0.374 0.491 0.261
C -2.85568 1.35029 -3.00708 0.073 1.189 0.796
C -1.35449 1.18586 -2.87803 0.187 -0.649 -0.555
O -0.62641 2.25676 -3.54566 -0.352 -0.531 -0.269
C -0.37521 2.03015 -4.83195 0.722 0.674 0.174
O -0.72755 1.11176 -5.50548 -0.020 0.125 -0.116
C 0.61268 3.16839 -5.28108 1.125 -0.800 0.515
F 1.82042 2.95919 -4.69463 -0.056 -0.681 -0.006
F 0.83186 3.25081 -6.57179 -0.337 -0.499 -0.877
F 0.24931 4.34030 -4.85807 -1.186 1.547 0.506
H -3.20266 2.27742 -2.48822 0.400 -0.605 -0.256
H -3.35741 0.52329 -2.52605 -0.139 -0.324 -0.073
H -3.17745 1.45399 -4.02290 -0.099 -0.251 -0.676
H -0.98867 0.21002 -3.30109 -0.417 0.914 0.463
H -1.05006 1.29097 -1.84867 0.096 -0.200 0.237
Cl -2.76429 -1.70297 5.59418 0.556 1.008 -0.122
C -1.63562 -0.32004 5.12030 -1.035 -1.049 -0.663
C -1.99411 1.02289 5.69319 -0.477 0.117 -1.955
Cl -3.15849 1.82925 4.54057 -0.179 -0.013 0.333
H -1.58221 -0.39999 4.02137 -0.244 0.585 0.585
H -0.66915 -0.57627 5.43900 1.233 -0.634 0.799
H -1.13125 1.67482 5.62063 0.154 -0.038 0.482
H -2.46954 0.98803 6.65307 0.016 0.007 0.447
Cl -6.25789 -2.12323 3.12308 0.078 1.119 -0.273
C -6.88267 -0.38503 2.82360 -1.171 -2.112 0.226
C -6.97316 0.27832 4.17036 1.154 1.185 -1.067
Cl -7.21571 2.05839 3.96309 -0.211 -0.081 -0.176
H -7.85215 -0.64531 2.38230 0.121 0.609 0.200
H -6.30649 0.11524 2.07941 0.780 0.218 -0.193
H -5.99944 0.24272 4.64656 -0.196 -0.440 0.432
H -7.80409 -0.07025 4.72314 -0.456 -0.507 0.791
Cl -0.03721 2.78957 -0.02140 0.104 -0.071 0.152
C 0.22392 3.93391 1.35944 -1.584 -0.303 -1.476
C -1.10305 4.49467 1.83866 0.094 -1.181 -1.234
Cl -1.78181 5.56488 0.61075 -0.451 0.168 -0.322
H 0.85004 4.67487 0.90189 0.267 0.567 0.263
H 0.68667 3.41933 2.14677 0.851 -0.862 0.967
H -0.79845 5.12015 2.60884 -0.024 1.096 1.880
H -1.86267 3.73739 2.14809 0.810 0.588 -0.227
Cl -3.26116 -5.72456 1.25633 0.357 0.123 -0.440
C -1.81036 -5.13274 0.30850 -0.195 -0.641 1.483
C -1.51974 -3.72332 0.71647 1.454 -0.655 0.124
Cl -0.91413 -3.59023 2.37934 0.217 0.032 0.229
H -2.09871 -5.11856 -0.71904 -0.072 -0.380 -0.736
H -1.01002 -5.85232 0.56553 -0.358 0.571 -0.499
H -2.39956 -3.17011 0.69879 -1.587 1.047 -0.192
H -0.78832 -3.26757 0.05551 0.133 -0.013 -0.014
Cl -4.74822 -4.81129 -2.42452 -0.020 -0.006 -0.014
C -5.66836 -3.74846 -1.31167 1.269 0.311 0.927
C -6.62513 -2.93434 -2.11619 -1.417 0.042 0.772
Cl -7.23531 -1.40779 -1.24806 0.614 -1.265 -0.632
H -4.92292 -3.13598 -0.76822 -0.414 -0.163 -0.461
H -6.10141 -4.40096 -0.57352 -0.440 -0.117 0.150
H -7.48753 -3.53287 -2.40434 -0.260 0.151 0.396
H -6.18732 -2.69220 -3.03793 0.758 1.068 -1.029
Cl 5.10518 -5.07631 -2.14995 0.052 0.548 -0.230
C 3.53573 -4.34827 -1.64370 0.317 -1.772 -0.090
C 2.48277 -4.80735 -2.60404 -0.497 -0.801 -1.559
Cl 0.87974 -4.28669 -1.93518 0.325 -0.111 -0.342
H 3.52051 -3.29672 -1.63214 0.613 1.258 0.106
H 3.44520 -4.77131 -0.65202 -0.621 0.183 0.144
H 2.45797 -5.90950 -2.75813 -0.055 0.759 0.508
H 2.60808 -4.39237 -3.65294 -0.166 -0.081 1.468


19
Properties=species:S:1:pos:R:3:forces:R:3 method="wB97M-V/def2-TZVPD" charge=-1 homo_ev=-2.312 lumo_energy_ev=3.720 relative_energy_kj_mol=44.6 total_energy_ev=-8916.601 fmax_ev_per_a=1.2
C -1.68242 -0.74909 2.45560 -1.136 -0.193 -0.287
C -0.57091 -1.27022 1.55618 0.216 0.377 0.635
C -0.93371 -1.20062 0.08966 0.005 0.904 -0.589
C -0.53888 0.16582 -0.57468 0.058 -0.438 0.147
N 0.80522 0.59792 -0.32512 0.427 -0.518 0.494
C 1.67014 0.75865 -1.53095 0.331 0.613 -0.553
O 1.55164 1.94116 -2.13589 -0.006 -0.266 0.129
H -2.13893 0.17329 2.08419 0.364 0.147 -0.146
H -1.42939 -0.56729 3.49106 0.421 -0.040 0.285
H -2.53429 -1.44135 2.46452 0.109 -0.154 0.051
H -0.23978 -2.25505 1.89831 -0.247 -0.130 -0.160
H 0.29936 -0.63182 1.69778 0.243 0.063 -0.130
H -0.47529 -1.98798 -0.50613 0.094 -0.163 0.121
H -2.01763 -1.23055 -0.06997 -0.081 -0.506 0.153
H -1.26591 0.91852 -0.26743 -0.182 0.125 0.018
H -0.64758 -0.00182 -1.64598 -0.240 0.236 -0.238
H 0.84848 1.49371 0.14116 -0.184 0.076 -0.089
H 2.71318 0.53779 -1.17385 -0.103 0.023 0.050
H 1.40520 -0.11669 -2.18435 -0.090 -0.157 0.109